{
  "formula": "C34H23BBr2F2KN5O2",
  "method": "the ωB97M-V functional and the def2-TZVPD basis",
  "species": ["K", "O", "C", "N", "C", "O", "C", "C", "C", "C", "C", "N", "C", "C", "C", "C", "C", "N", "H", "H", "H", "H", "H", "H", "H", "H", "Br", "C", "C", "C", "C", "C", "C", "C", "C", "C", "C", "H", "H", "H", "H", "H", "H", "Br", "C", "C", "C", "C", "C", "C", "N", "C", "C", "C", "C", "C", "C", "N", "H", "H", "H", "H", "H", "H", "H", "H", "H", "F", "B", "F"],
  "positions_angstrom": [[-0.770353, 0.011796, -0.411562], [1.324811, 2.250067, -3.468581], [0.447240, 2.094244, -2.606631], [-0.567848, 1.250626, -2.570526], [-1.235654, 0.801946, -3.671618], [-1.633472, 1.528699, -4.577791], [-1.580238, -0.684238, -3.720113], [-1.608287, -1.238736, -4.940605], [-1.815520, -2.681813, -5.092210], [-1.889046, -3.471564, -4.017222], [-1.830686, -2.946340, -2.641827], [-1.720814, -1.413876, -2.527180], [0.584629, 3.001849, -1.371384], [1.812276, 3.623100, -1.133305], [1.918064, 4.543150, -0.109715], [0.786360, 4.838065, 0.641402], [-0.385779, 4.167001, 0.338669], [-0.495809, 3.261195, -0.632177], [-1.436181, -0.606066, -5.799435], [-1.854742, -3.107635, -6.090100], [-1.961505, -4.550177, -4.135090], [-1.106634, -3.450768, -1.998469], [2.639192, 3.366316, -1.780746], [2.864569, 5.026864, 0.105159], [0.814783, 5.557173, 1.451016], [-1.288063, 4.355544, 0.916203], [0.490043, -1.752711, 2.637394], [1.759264, -2.984383, 1.913178], [2.356386, -3.835067, 2.797501], [3.279735, -4.789646, 2.311866], [3.543741, -4.858170, 0.975337], [2.915663, -3.976550, 0.055904], [3.171540, -4.070405, -1.331004], [2.544647, -3.207748, -2.189184], [1.665985, -2.212885, -1.702435], [1.349284, -2.034480, -0.363503], [1.998315, -2.971676, 0.506699], [2.117731, -3.782864, 3.851212], [3.762347, -5.467722, 3.007260], [4.239838, -5.598873, 0.591355], [3.854261, -4.834288, -1.692166], [2.725981, -3.288373, -3.257768], [1.208123, -1.563356, -2.448749], [5.123399, 3.258682, 3.604875], [3.354378, 2.714647, 3.164120], [3.147936, 1.884609, 2.078210], [1.850437, 1.523726, 1.747746], [0.779903, 1.965509, 2.513888], [1.009137, 2.807507, 3.596143], [2.299770, 3.188860, 3.927315], [-0.508740, 1.573113, 2.069706], [-1.522555, 1.618071, 2.814054], [-2.882138, 1.287350, 2.293348], [-3.983411, 1.447581, 3.118202], [-5.241245, 1.152749, 2.604823], [-5.338394, 0.703291, 1.303393], [-4.172148, 0.561786, 0.552186], [-2.974161, 0.858941, 1.036009], [3.977659, 1.535787, 1.479674], [1.664102, 0.908532, 0.875289], [0.179965, 3.207054, 4.166796], [2.482899, 3.858635, 4.756333], [-1.477950, 1.909934, 3.871782], [-3.856066, 1.791921, 4.137559], [-6.125650, 1.266362, 3.219968], [-6.292969, 0.447077, 0.864290], [-4.203177, 0.173812, -0.459520], [-3.121528, -2.045883, -0.570012], [-2.959585, -2.065548, -1.986512], [-4.204045, -1.831330, -2.598722]],
  "forces_ev_per_angstrom": [[0.031, -0.696, 0.610], [-0.047, 0.049, -0.002], [-0.012, 0.102, -0.225], [-0.093, 0.200, -0.443], [0.031, -0.077, 0.021], [0.126, 0.001, -0.089], [0.110, 0.118, 0.249], [-0.205, -0.353, -0.085], [0.035, 0.222, -0.060], [-0.002, -0.010, 0.135], [-0.033, 0.009, 0.066], [0.003, 0.368, -0.264], [-0.156, 0.010, -0.076], [0.041, -0.015, 0.014], [0.010, -0.015, -0.005], [0.006, 0.007, 0.005], [0.015, -0.071, -0.027], [0.098, 0.028, 0.020], [-0.016, -0.011, -0.005], [-0.006, 0.005, 0.003], [0.007, 0.005, -0.005], [0.022, -0.007, -0.032], [-0.009, 0.003, -0.004], [-0.004, 0.000, -0.001], [-0.002, -0.002, -0.001], [0.000, -0.004, -0.012], [-0.050, 0.066, 0.074], [-0.007, 0.031, -0.066], [0.070, -0.069, -0.041], [-0.032, 0.026, 0.047], [-0.031, 0.031, -0.031], [0.008, -0.004, -0.014], [-0.001, -0.004, 0.030], [-0.021, 0.019, 0.004], [0.002, 0.011, -0.033], [0.158, 0.077, 0.162], [0.004, -0.050, 0.048], [0.004, 0.000, -0.002], [-0.003, 0.002, 0.000], [-0.006, 0.008, -0.009], [0.002, 0.005, 0.004], [-0.007, 0.014, 0.001], [0.006, -0.010, 0.013], [0.039, 0.007, 0.015], [-0.033, 0.017, 0.022], [-0.072, -0.018, -0.042], [0.141, 0.010, -0.066], [-0.384, -0.141, -0.092], [0.062, 0.110, 0.100], [-0.040, -0.024, -0.023], [0.357, 0.070, -0.093], [-0.338, -0.029, 0.064], [0.385, 0.089, 0.111], [-0.185, -0.009, 0.049], [0.077, 0.033, 0.085], [-0.024, -0.033, -0.074], [0.052, 0.007, 0.082], [-0.156, -0.051, 0.000], [0.001, -0.001, 0.001], [0.033, -0.150, 0.089], [0.009, -0.003, -0.004], [0.005, -0.002, 0.004], [-0.034, -0.020, -0.003], [-0.006, -0.003, -0.008], [-0.002, -0.001, -0.002], [0.002, -0.001, -0.002], [0.004, 0.015, 0.010], [0.025, 0.169, -0.111], [-0.014, 0.000, -0.144], [0.044, -0.059, 0.056]],
  "mulliken_charge": [1.181, -0.818, 0.139, 0.207, -0.417, -0.740, -0.003, -0.224, -0.448, -0.666, -0.956, 0.445, 0.392, -0.364, -0.427, -0.500, -0.383, -0.296, 0.450, 0.343, 0.348, 0.242, 0.478, 0.418, 0.406, 0.442, -0.196, 0.412, -0.711, -0.376, -0.880, 1.113, -0.904, -0.819, -0.424, 0.228, -0.235, 0.365, 0.338, 0.281, 0.251, 0.399, 0.155, -0.241, 0.147, -0.892, 0.004, -0.239, -0.751, -0.744, 1.289, -0.858, 0.607, -0.868, -0.283, -0.929, -0.198, 0.073, 0.509, 0.670, 0.311, 0.393, 0.210, 0.383, 0.401, 0.405, 0.407, -0.417, 0.810, -0.440],
  "gap_ev": 4.4464,
  "mol_weight_g_mol": 781.31,
  "homo_ev": -0.92,
  "charge": -2
}